(1)
C51H28BrN9ReS | the ωB97M-V functional and the def2-TZVPD basis

The geometry in XYZ format:
```
91
Properties=species:S:1:pos:R:3:forces:R:3
Re -0.102545 0.853515 -0.557100 0.2 -0.1 0.2
C -0.508362 -5.878329 0.962740 -0.1 0.0 0.0
C 0.752335 -5.611199 1.507489 0.1 0.0 0.1
C 1.241638 -4.318093 1.589242 0.0 0.0 0.0
C 0.446853 -3.293966 1.092252 -0.2 0.1 -0.1
C 0.634690 -1.861751 0.988919 -0.4 -0.2 0.1
N 1.630894 -1.195359 1.602892 0.6 0.3 0.0
C 1.499505 0.075245 1.896069 -0.3 -0.5 0.0
C 2.436863 0.888847 2.690113 0.1 0.4 0.1
C 3.738439 0.664715 3.094287 -0.1 -0.1 0.0
C 4.381101 1.677829 3.797040 0.0 0.0 0.0
C 3.728395 2.867781 4.103346 0.0 0.0 0.0
C 2.408007 3.086276 3.720032 -0.1 0.0 0.0
C 1.775710 2.093065 3.000889 0.4 -0.1 0.0
C 0.406955 1.946209 2.468188 -0.8 0.1 0.1
N -0.703821 2.512787 2.831967 0.6 0.0 0.1
C -1.750926 1.665391 2.480492 -0.1 -0.3 0.0
N -2.638076 1.797984 1.551838 0.1 0.3 -0.1
C -2.803448 0.418278 1.059420 0.0 -0.4 0.1
N -2.028231 0.699152 -0.298436 -0.6 0.0 -0.2
C -3.179523 0.593083 -0.900625 0.3 0.7 0.0
N -3.907062 -0.062144 0.188947 -0.3 0.0 0.1
C -3.560748 -1.325603 -0.514226 0.3 -0.4 0.1
N -2.590406 -2.150931 -0.414415 -0.3 0.2 -0.2
C -1.362805 -2.285769 0.123403 0.0 -0.1 0.3
N -0.425321 -1.318792 0.319759 0.4 0.5 -0.4
C -0.823574 -3.562852 0.548902 0.2 0.1 0.0
C -1.316064 -4.859165 0.486416 0.0 -0.1 0.0
C -4.172861 -1.126040 -1.879161 0.0 0.4 0.0
C -4.800792 -1.908990 -2.813417 0.0 -0.1 0.0
C -4.998865 -1.353635 -4.081106 0.0 -0.1 0.0
C -4.529764 -0.088275 -4.399947 0.0 0.0 0.0
C -3.879033 0.704540 -3.454248 0.0 0.0 0.0
C -3.735770 0.179371 -2.192716 -0.1 -0.4 0.0
C -2.481933 -0.476605 2.227157 0.2 0.0 0.1
C -2.862705 -1.755368 2.600079 0.0 0.0 -0.2
C -2.407639 -2.244614 3.819956 0.0 -0.1 0.0
C -1.619314 -1.466730 4.659822 0.0 0.0 0.0
C -1.320543 -0.151947 4.326413 0.0 0.2 -0.1
C -1.793428 0.320437 3.118549 0.2 -0.1 -0.1
N 0.403143 0.832746 1.637591 -0.3 0.2 -0.6
H -0.853994 -6.902797 0.908729 0.0 0.0 0.0
H 1.353741 -6.436705 1.866645 0.0 0.0 0.0
H 2.214882 -4.101329 2.010326 0.0 0.0 0.0
H 4.240349 -0.264059 2.854424 0.0 0.0 0.0
H 5.407777 1.541492 4.112591 0.0 0.0 0.0
H 4.259032 3.634123 4.653792 0.0 0.0 0.0
H 1.900065 4.011257 3.959847 0.0 0.0 0.0
H -2.292579 -5.064788 0.066102 0.0 0.0 0.0
H -5.127401 -2.914996 -2.585965 0.0 0.0 0.0
H -5.523204 -1.928418 -4.833399 0.0 0.0 0.0
H -4.659204 0.286680 -5.406666 0.0 0.0 0.0
H -3.487564 1.680367 -3.709708 0.0 0.0 0.0
H -3.508145 -2.368347 1.987439 0.1 -0.1 -0.1
H -2.675614 -3.250947 4.115915 0.0 0.0 0.0
H -1.256880 -1.880532 5.592146 0.0 0.0 0.0
H -0.753028 0.487961 4.990995 0.0 0.0 0.0
S 4.159449 2.509332 -0.333264 -0.1 -0.1 0.0
C 4.364508 0.827323 -0.736855 -0.2 0.1 0.0
C 5.540989 0.101924 -0.871537 0.0 0.0 0.0
C 5.443073 -1.228045 -1.233732 0.1 0.0 0.0
C 4.197912 -1.819045 -1.469012 0.0 0.0 0.0
C 3.031273 -1.096144 -1.336488 -0.2 0.0 0.0
C 3.112034 0.240986 -0.954391 0.4 -0.1 -0.1
N 2.049009 1.106542 -0.770091 -0.1 0.1 0.1
C 2.444590 2.325438 -0.472068 0.3 -0.2 0.0
C 1.457336 3.370490 -0.330460 -0.4 0.3 0.0
C 1.756078 4.693378 -0.003508 0.2 -0.2 0.0
C 0.732915 5.618342 0.052362 0.0 0.1 0.0
C -0.574614 5.226269 -0.227904 0.0 0.0 0.0
C -0.869269 3.904883 -0.528540 0.0 0.0 0.0
C 0.133168 2.937083 -0.572463 0.2 -0.4 0.2
H 6.500127 0.573582 -0.702008 0.0 -0.1 0.0
H 6.345094 -1.814325 -1.350603 0.0 0.0 0.0
H 4.150937 -2.860314 -1.758987 0.0 0.0 0.0
H 2.059895 -1.537844 -1.522905 0.0 0.0 0.0
H 2.780564 4.980979 0.210993 0.0 0.1 0.0
H 0.944183 6.646522 0.316436 0.0 0.0 0.0
H -1.372134 5.958120 -0.189534 0.0 0.0 0.0
H -1.896260 3.609063 -0.705207 0.0 0.0 0.1
Br -0.711367 -0.145258 -7.303103 0.0 0.0 0.1
C -0.537975 0.156160 -5.432219 0.0 0.0 0.0
C -0.049035 1.369543 -4.976252 0.0 0.0 -0.1
C 0.064926 1.578502 -3.609341 0.0 0.1 0.1
C -0.311937 0.611693 -2.666272 0.0 -0.2 0.4
C -0.786122 -0.603046 -3.183495 0.1 0.0 0.1
C -0.900587 -0.840335 -4.545433 0.0 -0.1 0.0
H 0.237561 2.142412 -5.677193 0.0 0.0 0.0
H 0.448751 2.534386 -3.269192 0.0 0.0 0.0
H -1.085245 -1.402052 -2.509346 0.0 0.0 0.0
H -1.279007 -1.786643 -4.910457 0.0 0.0 0.0
```
Positions in Å, forces in eV/Å.

Multiplicity: 4
E_HOMO (spin up / spin down), eV: -6.631 / -6.576
LUMO (spin up / spin down), Ha: -0.02393 / -0.05660
Energy relative to the best compared isomer or geometry (same formula, charge and spin), eV: 0.1525
Net charge: 0
Expectation value of S²: 3.91
Kohn-Sham gap (spin up / spin down), eV: 5.979 / 5.036



(2)
C51H31N5O4Re | the ωB97M-V functional and the def2-TZVPD basis

The geometry in XYZ format:
```
92
Properties=species:S:1:pos:R:3:forces:R:3
Re 0.524382 -0.468602 0.093814 3.0 -0.5 1.3
C -5.029782 1.817381 5.024189 0.0 0.0 0.0
C -4.369049 0.659475 5.402619 0.0 0.0 0.1
C -3.326104 0.159396 4.635194 0.2 0.0 0.0
C -2.927521 0.822785 3.481128 -0.1 0.1 0.0
C -3.587800 1.998004 3.114100 0.0 -0.1 0.0
C -4.633558 2.490467 3.876471 0.0 0.0 0.0
C -1.851220 0.347338 2.563485 0.0 -0.4 -0.2
C -2.100348 -0.766888 1.766025 -0.2 0.3 0.2
C -3.129339 -1.717156 2.047751 0.0 -0.1 -0.1
C -2.881553 -2.805366 1.279763 0.0 0.1 0.1
C -1.723568 -2.519642 0.485566 0.1 0.1 0.0
C -1.133174 -3.437114 -0.401393 0.1 0.2 0.0
C -1.603698 -4.843240 -0.329252 -0.1 -0.2 0.0
C -1.483314 -5.530790 0.880820 0.1 0.0 -0.1
C -1.965292 -6.822649 1.009631 0.0 -0.1 0.0
C -2.567875 -7.454507 -0.069510 0.0 0.0 0.0
C -2.677206 -6.787081 -1.279784 0.0 0.0 0.0
C -2.203472 -5.489816 -1.408129 -0.1 0.1 0.0
C -0.233662 -3.037212 -1.379705 -0.2 -0.2 0.1
N 0.204594 -1.741567 -1.484748 -0.3 0.8 0.5
C 0.521207 -1.531966 -2.801984 0.0 0.2 -0.3
C 0.708393 -0.291101 -3.396860 -0.1 -0.3 0.1
C 0.570021 -0.243426 -4.883145 -0.1 0.0 0.0
C 1.618215 -0.005845 -5.763175 0.1 -0.1 0.1
C 1.389980 -0.001438 -7.132838 0.1 0.0 0.0
C 0.117014 -0.225175 -7.632435 0.0 0.0 0.0
C -0.938146 -0.450867 -6.759248 0.0 0.0 0.0
C -0.712599 -0.462566 -5.393096 0.1 0.1 0.0
C 0.860890 0.898992 -2.689411 -0.1 0.1 0.1
C 1.340662 2.110318 -3.284024 0.0 0.1 0.0
C 1.563274 2.986009 -2.278143 0.0 0.0 -0.2
C 1.171106 2.339856 -1.063052 0.0 0.3 0.2
N 0.714544 1.073696 -1.338590 -0.6 -0.8 -0.1
C 1.236795 2.954010 0.183422 0.0 -0.2 -0.1
C 0.730693 2.367423 1.342597 0.1 -0.1 0.2
C 0.479891 3.039743 2.587290 0.0 0.0 -0.1
C -0.437329 2.296952 3.255233 0.0 -0.2 0.0
C -0.722544 1.151175 2.439776 0.1 0.3 0.1
N 0.119524 1.145337 1.361466 -0.8 -0.2 -0.4
C 1.654574 4.382832 0.270562 0.0 0.1 0.2
C 0.674939 5.357358 0.464841 0.0 0.0 -0.1
C 1.025984 6.685003 0.645969 0.0 0.0 0.0
C 2.364076 7.055393 0.633959 0.0 0.0 0.0
C 3.341556 6.096689 0.417955 0.0 0.0 0.0
C 2.989818 4.766877 0.230935 0.1 -0.1 0.0
C 0.485615 -2.788292 -3.490934 0.0 0.0 0.1
C 0.074604 -3.727613 -2.599814 0.2 0.0 -0.1
N -1.316453 -1.233714 0.739695 0.3 0.6 -0.5
H -5.855736 2.189734 5.615960 0.0 0.0 0.0
H -4.663249 0.142074 6.306849 0.0 0.0 0.0
H -2.809470 -0.742101 4.941484 0.0 0.0 0.0
H -3.280544 2.511657 2.211321 0.0 0.0 0.0
H -5.135538 3.401059 3.575617 0.0 0.0 0.0
H -3.910450 -1.585142 2.775989 0.0 0.0 0.0
H -3.451113 -3.717478 1.247411 0.0 -0.1 0.0
H -0.996378 -5.046362 1.718346 0.0 0.0 0.0
H -1.870125 -7.338683 1.956277 0.0 0.0 0.0
H -2.965220 -8.455352 0.038121 0.0 0.0 0.0
H -3.141658 -7.272992 -2.128291 0.0 0.0 0.0
H -2.334887 -4.963000 -2.344110 0.0 0.0 0.0
H 2.614820 0.157991 -5.371283 0.0 0.0 0.0
H 2.211712 0.174300 -7.815181 0.0 0.0 0.0
H -0.055707 -0.221609 -8.700906 0.0 0.0 0.0
H -1.937014 -0.615019 -7.142879 0.0 0.0 0.0
H -1.530673 -0.631266 -4.703835 0.0 0.0 0.0
H 1.537096 2.235536 -4.335408 0.0 0.1 0.0
H 1.976744 3.979176 -2.334665 0.0 0.0 0.0
H 0.908191 3.983374 2.880013 0.0 0.0 0.0
H -0.884087 2.487604 4.217074 -0.1 0.1 0.0
H -0.369329 5.068718 0.463398 0.0 0.0 0.1
H 0.257104 7.430064 0.805015 0.0 0.0 0.0
H 2.641839 8.089740 0.790096 0.0 0.0 0.0
H 4.385443 6.382162 0.404985 0.0 0.0 0.0
H 3.754359 4.019320 0.052494 0.0 0.0 0.0
H 0.752041 -2.923115 -4.526164 0.0 0.0 0.0
H -0.025135 -4.786073 -2.767274 -0.1 0.0 0.0
O 1.245588 -2.066317 4.072096 0.0 0.0 -0.1
C 1.400555 -1.580049 2.965321 0.0 0.2 0.3
O 0.688495 -1.790312 1.922597 -0.2 -0.3 -0.9
C 2.578621 -0.675445 2.683540 0.0 -0.1 0.0
C 3.647705 -0.462779 3.536151 0.0 0.1 0.0
C 4.766759 0.186600 3.032645 0.0 0.0 0.0
C 4.815922 0.530541 1.688035 -0.1 0.0 0.1
C 3.700640 0.272994 0.908777 0.1 0.0 -0.3
N 2.608560 -0.254200 1.431386 -1.2 0.1 -0.4
C 3.659348 0.290546 -0.612009 0.3 0.4 0.1
O 4.553003 0.848078 -1.236471 -0.1 -0.1 0.0
O 2.667607 -0.368344 -1.054189 -0.5 -0.4 0.0
H 3.594845 -0.826921 4.552316 0.0 0.0 0.0
H 5.621903 0.367902 3.671128 0.0 0.0 0.0
H 5.699638 0.954520 1.233212 0.0 0.0 -0.1
```
Positions in Å, forces in eV/Å.

Multiplicity: 2
E_HOMO (spin up / spin down), eV: -7.252 / -7.355
LUMO (spin up / spin down), Ha: -0.05773 / -0.06221
Net charge: 0
Expectation value of S²: 0.80
Kohn-Sham gap (spin up / spin down), eV: 5.681 / 5.663